No. 1
{"formula": "C4H9O2", "method": "ωB97M-V/def2-TZVPD", "elements": ["O", "O", "C", "C", "C", "C", "H", "H", "H", "H", "H", "H", "H", "H", "H"], "positions_angstrom": [[0.77678, -1.42772, 1.99598], [0.12792, -2.16969, 0.03457], [-1.29751, -0.62543, 1.18852], [-0.07576, -1.56943, 1.14309], [0.97737, 2.62086, -1.77002], [-0.39594, 2.20916, -2.04829], [1.67880, 1.77294, -2.06365], [-0.74275, 2.50328, -3.16873], [-1.09131, 2.67559, -1.33752], [-0.75022, 1.14134, -1.95805], [-1.86926, -1.28154, 1.84384], [1.47841, 2.46741, -0.76448], [1.14900, 3.77898, -1.90811], [-1.53525, -0.30529, 0.27683], [-0.80395, 0.21558, 1.75561]], "e_lumo_ev": 3.632, "e_homo_ev": -3.43, "charge": -1, "spin_multiplicity": 1, "gap_ha": 0.2595}


No. 2
{"formula": "C3H3FS2", "method": "ωB97M-V/def2-TZVPD", "elements": ["S", "S", "F", "C", "C", "C", "H", "H", "H"], "positions_angstrom": [[-0.59194, -1.90547, -0.11639], [-2.03252, -0.48485, 0.18052], [-1.55095, 2.09736, -0.01798], [-0.88443, 0.94280, -0.02775], [0.37271, 0.65896, -0.18455], [0.80024, -0.71637, 0.03289], [1.16614, -1.00340, 1.01152], [1.63368, -0.92755, -0.56529], [1.08707, 1.33850, -0.31297]], "e_lumo_ev": 0.496, "e_homo_ev": -7.92, "smiles": "FC1=CCSS1", "spin_multiplicity": 1, "gap_ha": 0.3092}


No. 3
{"formula": "C12H21Br2ClN3O4Pd", "method": "ωB97M-V/def2-TZVPD", "elements": ["Pd", "Br", "Br", "Cl", "O", "O", "O", "O", "N", "N", "N", "C", "C", "C", "C", "C", "C", "C", "C", "C", "C", "C", "C", "H", "H", "H", "H", "H", "H", "H", "H", "H", "H", "H", "H", "H", "H", "H", "H", "H", "H", "H", "H", "H"], "positions_angstrom": [[-4.65646, 20.96561, 27.00368], [-2.52371, 19.77879, 25.94056], [-6.45009, 19.13188, 26.39271], [-6.58678, 23.75637, 28.72483], [-7.13337, 24.63614, 27.72216], [-6.29573, 22.47404, 28.10551], [-7.53318, 23.55321, 29.79115], [-5.35784, 24.32014, 29.24832], [-3.32753, 22.76075, 27.91565], [-4.97745, 22.45306, 25.35213], [-4.16425, 20.04068, 28.95461], [-4.28324, 24.34168, 23.71732], [-4.11695, 18.32370, 30.92699], [-4.73519, 15.87758, 30.67783], [-3.64617, 16.92644, 30.44815], [-3.20463, 25.15563, 24.41416], [-1.90602, 24.39849, 24.54356], [-2.68126, 23.27298, 28.69894], [0.17063, 24.29204, 28.23383], [-4.70733, 23.25183, 24.58721], [-1.88720, 23.93580, 29.70186], [-4.12690, 19.30556, 29.84048], [-0.39817, 23.66258, 29.51554], [1.25733, 24.22519, 28.25392], [-2.73685, 16.62703, 30.96546], [-3.59607, 25.45551, 25.39298], [-1.11380, 25.01192, 24.97538], [-3.43856, 16.96767, 29.37931], [-3.07115, 26.10956, 23.89240], [-5.05221, 15.87954, 31.72551], [-2.01337, 23.51841, 25.18395], [-2.22527, 23.63074, 30.69323], [-0.26938, 22.57772, 29.42144], [0.15753, 23.96286, 30.40229], [-1.55756, 24.05651, 23.56494], [-2.08462, 25.01038, 29.64629], [-3.89067, 23.88119, 22.80302], [-5.61569, 16.12821, 30.08162], [-0.07111, 25.36025, 28.18526], [-0.26315, 23.81900, 27.35552], [-3.46861, 18.72118, 31.70830], [-5.13689, 24.94652, 23.41905], [-5.14081, 18.26561, 31.30006], [-4.41294, 14.87272, 30.41536]], "e_lumo_ev": [2.537, 2.187], "e_homo_ev": [-4.99, -5.16], "charge": -1, "spin_multiplicity": 3, "gap_ha": [0.2765, 0.2701], "s2": 2.0067}


No. 4
{"formula": "C3H9NO3", "method": "ωB97M-V/def2-TZVPD", "elements": ["O", "O", "O", "N", "C", "C", "C", "H", "H", "H", "H", "H", "H", "H", "H", "H"], "positions_angstrom": [[1.57794, 1.33980, 0.19892], [3.70882, -0.69400, -1.69835], [-2.22307, 0.33378, 1.49435], [-2.07610, -1.54331, -0.47379], [-1.84901, -0.33972, 0.38986], [-0.74498, 0.47419, -0.36340], [0.32507, 0.50104, 0.64056], [-2.81693, -2.24205, -0.14963], [-0.19017, 1.08006, 1.48069], [-1.28694, -1.34596, 0.54955], [3.91884, -1.40303, -1.22574], [-0.54747, 0.01824, -1.31006], [0.83740, -0.46502, 0.99592], [3.08843, -0.23165, -1.10187], [-1.06861, 1.53035, -0.50074], [1.70218, 2.21255, 0.61689]], "e_lumo_ev": [-7.583, -9.701], "e_homo_ev": [-13.89, -13.89], "charge": 1, "spin_multiplicity": 2, "gap_ha": [0.2318, 0.1540], "s2": 0.7596}


No. 5
{"formula": "C3H3N5", "method": "ωB97M-V/def2-TZVPD", "elements": ["N", "N", "N", "N", "N", "C", "C", "C", "H", "H", "H"], "positions_angstrom": [[-1.68800, -0.18311, -0.38749], [0.18234, -1.25460, 0.37977], [2.10628, -0.33234, -0.71452], [-0.09920, 1.26398, 0.54114], [0.64692, 0.61254, 1.26926], [-1.04614, -1.20993, 0.24472], [1.13971, -0.42634, 0.21524], [-0.85074, 0.96605, -0.54654], [2.52986, 0.54978, -0.78389], [-1.78726, -1.78766, 0.84447], [-1.13377, 1.80165, -1.06216]], "e_lumo_ev": -1.124, "e_homo_ev": -9.33, "smiles": "[H]/N=c1/ncncnn1", "spin_multiplicity": 1, "gap_ha": 0.3018}


No. 6
{"formula": "C9H12O4S2", "method": "ωB97M-V/def2-TZVPD", "elements": ["S", "S", "O", "O", "O", "O", "C", "C", "C", "C", "C", "C", "C", "C", "C", "H", "H", "H", "H", "H", "H", "H", "H", "H", "H", "H", "H"], "positions_angstrom": [[-1.24263, -0.50014, 0.29888], [3.67087, 0.42522, -1.30143], [-0.27238, 0.43337, -0.64792], [2.33726, -0.11777, -1.20217], [-1.18051, -1.85828, -0.27128], [-0.90065, -0.19712, 1.63278], [-3.40005, 1.03940, 0.87695], [4.60149, 0.01029, -0.03514], [-4.90243, -0.19204, -1.13802], [-3.58824, -0.51417, -1.01321], [6.04289, 0.43619, -0.04171], [-2.92326, 0.03063, 0.04070], [4.06146, -1.05320, 0.93562], [-4.79365, 1.37970, 0.71570], [-5.49529, 0.76569, -0.28018], [6.67739, -0.58038, -0.05145], [3.28995, -1.56127, 0.49243], [0.34046, -0.06985, -1.20931], [3.66244, -0.55506, 1.82644], [-2.83481, 1.25018, 1.69280], [-6.60780, 0.96085, -0.18203], [-3.16381, -1.30509, -1.53909], [-5.61841, -0.55962, -1.83655], [4.81297, -1.73265, 1.21289], [6.46140, 1.08606, 0.75103], [6.28902, 0.79901, -0.95576], [-5.32364, 2.18006, 1.22901]], "e_lumo_ev": 0.101, "e_homo_ev": -9.32, "spin_multiplicity": 1, "gap_ha": 0.3463}


Calculated ΔE to the lowest compared entry with this formula, charge and spin (eV), listed in the same order as above: 2.347; 0.393; 0.000; 6.771; 3.880; 0.000
Calculated max |F| (eV Å⁻¹), listed in the same order as above: 6.14; 4.03; 1.30; 6.03; 5.99; 4.48